{"formula": "CHNOS2", "method": "wB97M-V/def2-TZVPD", "symbols": ["C", "N", "O", "S", "S", "H"], "positions_angstrom": [[0.4260, -0.7019, -0.1890], [1.6327, -0.3217, 0.2339], [3.7925, 0.3627, -0.7346], [-0.1509, -2.2403, -0.1487], [3.1019, -0.0260, 0.4601], [-0.3849, -0.0201, -0.5071]], "forces_ev_per_a": [[-1.6, -1.1, 0.0], [1.4, 0.4, 0.9], [0.9, 0.0, -0.1], [0.6, 0.2, -0.1], [-2.5, -0.1, -1.0], [1.3, 0.6, 0.2]], "e_homo_ha": -0.3292, "multiplicity": 1, "homo_lumo_gap_ev": 7.4, "max_force_ev_per_a": 2.72, "total_energy_ev": -26259.021, "total_charge": 0}



{"formula": "C31H45N7O2P2Ti", "method": "wB97M-V/def2-TZVPD", "symbols": ["Ti", "C", "C", "C", "P", "C", "C", "C", "C", "C", "C", "C", "C", "C", "N", "C", "C", "C", "C", "C", "C", "P", "C", "C", "C", "C", "C", "C", "H", "H", "H", "H", "H", "H", "H", "H", "H", "H", "H", "H", "H", "H", "H", "H", "H", "H", "H", "H", "H", "H", "H", "H", "H", "H", "H", "H", "H", "H", "H", "H", "H", "H", "H", "H", "N", "N", "C", "O", "O", "H", "H", "H", "N", "C", "C", "N", "C", "C", "N", "C", "C", "N", "H", "H", "H", "H", "H", "H"], "positions_angstrom": [[-0.4744, -0.3056, -0.3329], [-1.6257, 3.4797, -2.5066], [-0.2209, 3.0166, -2.9101], [-0.2012, 2.4267, -4.3230], [0.5194, 1.8045, -1.7035], [2.3370, 1.8602, -2.1919], [2.8112, 3.1102, -2.9273], [3.2075, 1.6729, -0.9407], [0.5681, 2.8208, -0.1729], [0.5880, 4.2155, -0.1567], [0.6582, 4.9321, 1.0261], [0.6951, 4.2369, 2.2299], [0.6800, 2.8552, 2.2391], [0.6312, 2.1149, 1.0447], [0.6117, 0.7173, 1.0462], [1.3136, 0.0028, 2.0187], [2.5533, 0.4423, 2.5190], [3.2797, -0.3215, 3.4156], [2.7996, -1.5534, 3.8490], [1.5772, -1.9976, 3.3692], [0.8273, -1.2436, 2.4701], [-0.8047, -1.7030, 1.7938], [-2.0296, -1.1194, 3.0958], [-3.2643, -0.5399, 2.3982], [-1.4390, -0.0869, 4.0535], [-0.9620, -3.5447, 1.8922], [-0.9434, -4.2166, 3.2700], [0.0727, -4.1911, 0.9606], [-1.9436, 4.3122, -3.1435], [-1.6614, 3.8118, -1.4704], [-2.3569, 2.6851, -2.6058], [0.4323, 3.8877, -2.9049], [-0.8255, 1.5363, -4.3882], [0.8030, 2.1274, -4.6269], [-0.5708, 3.1592, -5.0458], [2.4752, 0.9903, -2.8374], [2.6197, 4.0096, -2.3331], [2.3544, 3.2395, -3.9089], [3.8933, 3.0406, -3.0752], [3.3262, 2.6269, -0.4221], [4.1993, 1.3033, -1.2182], [2.7642, 0.9712, -0.2386], [0.5452, 4.7702, -1.0888], [0.6782, 6.0153, 1.0110], [0.7302, 4.7787, 3.1691], [0.6925, 2.3224, 3.1817], [2.9492, 1.3906, 2.1768], [4.2422, 0.0364, 3.7689], [3.3686, -2.1515, 4.5508], [1.1983, -2.9508, 3.7160], [-2.3358, -2.0004, 3.6563], [-3.0288, 0.4032, 1.9188], [-4.0617, -0.3565, 3.1245], [-3.6552, -1.2156, 1.6302], [-1.1642, 0.8179, 3.5045], [-0.5541, -0.4565, 4.5693], [-2.1874, 0.1901, 4.8017], [-1.9505, -3.6976, 1.4496], [0.0620, -4.5566, 3.5248], [-1.5878, -5.0982, 3.2547], [-1.2924, -3.5716, 4.0786], [1.0882, -3.9300, 1.2711], [-0.0573, -3.8573, -0.0689], [-0.0241, -5.2806, 0.9812], [-2.9008, 0.2130, -2.9571], [-3.6909, 0.5915, -1.8829], [-3.2162, 1.0380, -0.6517], [-4.0266, 1.5718, 0.0829], [-1.9479, 0.8154, -0.3180], [-2.9643, 0.9028, -3.6843], [-3.2200, -0.6720, -3.3178], [-4.6380, 0.8602, -2.0555], [2.0158, -2.9858, -2.2868], [3.0744, -2.4729, -1.5303], [2.5539, -1.5655, -0.6826], [1.1807, -1.4396, -0.8855], [0.8727, -2.3350, -1.8800], [-0.4740, -2.6319, -2.0992], [-1.3953, -1.9656, -1.3685], [-2.6011, -2.5981, -1.5962], [-2.4410, -3.6146, -2.4757], [-1.0852, -3.6334, -2.8086], [2.1128, -3.5495, -3.1077], [4.0882, -2.8176, -1.6545], [3.0671, -1.0225, 0.0945], [-3.5106, -2.2609, -1.1197], [-3.1442, -4.3135, -2.8995], [-0.6396, -4.3022, -3.4043]], "forces_ev_per_a": [[0.2, -0.3, -0.1], [0.2, 0.1, 0.0], [-0.3, -0.3, 0.0], [0.0, 0.0, 0.0], [0.4, 0.7, 0.1], [0.0, -0.1, 0.1], [0.0, 0.0, 0.0], [0.0, -0.1, -0.1], [-0.1, -0.1, 0.0], [0.0, 0.0, -0.1], [0.0, 0.0, 0.0], [0.0, 0.0, 0.0], [0.0, 0.0, 0.0], [0.3, 0.0, 0.2], [0.4, 0.3, 0.6], [0.0, 0.3, 0.1], [0.1, 0.0, 0.0], [0.0, 0.0, 0.0], [0.0, 0.1, 0.0], [0.0, 0.0, 0.0], [0.0, -0.1, -0.1], [0.0, 0.2, 1.0], [0.0, 0.2, -0.3], [0.0, -0.2, 0.1], [0.0, 0.0, 0.0], [0.2, 0.0, -0.3], [0.0, 0.0, 0.1], [-0.1, 0.0, 0.0], [0.0, -0.1, 0.0], [0.0, 0.0, 0.0], [-0.1, -0.1, -0.1], [0.0, 0.0, 0.0], [-0.1, 0.0, 0.1], [0.0, 0.0, 0.0], [0.0, 0.0, 0.0], [0.0, -0.1, -0.1], [0.0, -0.1, 0.0], [0.0, 0.0, 0.1], [0.0, 0.0, 0.0], [0.0, 0.0, 0.0], [0.0, 0.0, 0.0], [0.0, 0.0, 0.0], [0.0, -0.1, 0.1], [0.0, -0.1, 0.0], [0.0, 0.0, 0.0], [0.0, 0.0, 0.0], [0.0, 0.0, 0.0], [-0.1, 0.0, 0.0], [0.0, 0.0, 0.0], [0.0, 0.1, 0.0], [0.0, -0.1, 0.1], [0.0, 0.1, -0.1], [0.0, 0.0, 0.0], [0.0, 0.0, 0.0], [0.0, 0.0, 0.0], [0.0, 0.0, 0.0], [0.0, 0.0, -0.1], [-0.1, 0.0, 0.0], [-0.1, 0.0, 0.0], [0.0, 0.0, 0.0], [0.0, -0.1, 0.0], [0.0, 0.0, 0.0], [0.0, 0.0, 0.1], [0.0, 0.0, 0.0], [0.3, 0.0, 0.1], [0.5, -0.2, 0.5], [0.2, 0.0, 0.5], [0.2, 0.1, 0.0], [-2.4, 0.6, -0.8], [0.0, 0.3, -0.4], [0.1, -0.3, 0.0], [-0.4, 0.2, 0.1], [0.2, 0.0, 0.0], [-0.1, -0.1, -0.1], [-0.2, 0.0, 0.1], [0.3, -0.4, -0.4], [0.1, 0.0, 0.1], [-0.1, 0.0, 0.0], [-0.1, -0.4, -0.5], [0.1, 0.2, 0.1], [0.1, -0.1, -0.1], [-0.1, -0.1, -0.1], [0.0, 0.0, -0.1], [-0.1, 0.0, 0.0], [-0.1, 0.0, -0.1], [0.1, 0.0, -0.1], [0.1, 0.1, 0.1], [0.0, -0.1, 0.0]], "e_homo_ha": [-0.1815, -0.2467], "multiplicity": 3, "homo_lumo_gap_ev": [5.2, 6.9], "max_force_ev_per_a": 2.58, "total_energy_ev": -89098.983, "s2": 2.011, "total_charge": 0}



{"formula": "C36H42As3F18N6", "method": "wB97M-V/def2-TZVPD", "symbols": ["C", "N", "C", "C", "C", "C", "C", "C", "C", "C", "N", "C", "C", "C", "H", "H", "H", "H", "H", "H", "H", "H", "H", "H", "H", "H", "H", "H", "C", "N", "C", "C", "C", "C", "C", "C", "C", "C", "N", "C", "C", "C", "H", "H", "H", "H", "H", "H", "H", "H", "H", "H", "H", "H", "H", "H", "C", "N", "C", "C", "C", "C", "C", "C", "C", "C", "N", "C", "C", "C", "H", "H", "H", "H", "H", "H", "H", "H", "H", "H", "H", "H", "H", "H", "As", "F", "F", "F", "F", "F", "F", "As", "F", "F", "F", "F", "F", "F", "As", "F", "F", "F", "F", "F", "F"], "positions_angstrom": [[3.0525, -0.4380, 3.3159], [3.2143, 0.9456, 2.7756], [4.1898, 1.7231, 3.2588], [4.2160, 3.0604, 2.9691], [3.1548, 3.6867, 2.3116], [2.1369, 2.8267, 1.8389], [2.2202, 1.4446, 2.0488], [3.0972, 5.1507, 2.0907], [1.8799, 5.8218, 2.0554], [1.7992, 7.1996, 1.9804], [2.9651, 7.9030, 2.0142], [4.1598, 7.3050, 2.0722], [4.2528, 5.9256, 2.1047], [2.9306, 9.3486, 1.7148], [2.0673, -0.5377, 3.7660], [3.7783, -0.6106, 4.1056], [3.1871, -1.1311, 2.4902], [4.9398, 1.2822, 3.8988], [5.0637, 3.6025, 3.3687], [1.3184, 3.1659, 1.2211], [1.4172, 0.7533, 1.8117], [0.9669, 5.2567, 1.9299], [0.9149, 7.8059, 1.8714], [5.0305, 7.9445, 2.0412], [5.2542, 5.5186, 2.1332], [3.6264, 9.5723, 0.9089], [3.2116, 9.9222, 2.5962], [1.9442, 9.6411, 1.3682], [-4.7787, 0.3318, 1.7462], [-4.1277, 1.1534, 0.7202], [-4.4425, 0.9346, -0.5677], [-3.9180, 1.7298, -1.5532], [-2.9268, 2.6412, -1.2419], [-2.4757, 2.7350, 0.0704], [-3.1355, 1.9853, 1.0427], [-2.2824, 3.4337, -2.3317], [-1.9913, 2.7645, -3.5424], [-1.6145, 3.4449, -4.6682], [-1.3141, 4.7615, -4.5086], [-1.4401, 5.4466, -3.3731], [-1.9666, 4.7724, -2.2658], [-0.8368, 5.4804, -5.7360], [-5.8191, 0.6156, 1.9123], [-4.3123, 0.4363, 2.7188], [-4.7347, -0.6954, 1.3843], [-5.1461, 0.1266, -0.7408], [-4.2228, 1.5145, -2.5687], [-1.6989, 3.3609, 0.4849], [-2.8344, 2.0879, 2.0741], [-2.2013, 1.7060, -3.6410], [-1.3476, 3.0122, -5.6192], [-1.1794, 6.4912, -3.4246], [-2.1469, 5.2940, -1.3343], [-0.3588, 6.3966, -5.3953], [-1.6821, 5.7720, -6.3531], [-0.0872, 4.8656, -6.2213], [2.8821, -5.9297, -6.1883], [2.0929, -5.6654, -4.9564], [2.0497, -4.4643, -4.4032], [1.4104, -4.1962, -3.2016], [0.7694, -5.2605, -2.5813], [0.8196, -6.5534, -3.1488], [1.4624, -6.6986, -4.3513], [0.0754, -5.0916, -1.2894], [0.5935, -4.5129, -0.1442], [-0.0169, -4.5977, 1.0814], [-1.2877, -5.0702, 1.1235], [-1.8944, -5.5259, 0.0254], [-1.2227, -5.5984, -1.1649], [-2.0142, -5.1162, 2.4030], [2.4224, -6.7443, -6.7399], [3.8812, -6.2087, -5.8645], [2.8729, -5.0462, -6.8185], [2.4667, -3.5971, -4.9000], [1.3466, -3.2297, -2.7270], [0.2792, -7.3907, -2.7341], [1.4874, -7.6621, -4.8405], [1.6238, -4.1713, -0.0922], [0.3984, -4.1401, 1.9754], [-2.8546, -6.0053, 0.1598], [-1.7457, -5.9929, -2.0267], [-2.2116, -6.1375, 2.7126], [-2.9061, -4.4937, 2.3360], [-1.4480, -4.6031, 3.1803], [2.4346, -4.2320, 4.8220], [0.7833, -4.0002, 5.3043], [1.9676, -5.7147, 3.9806], [4.0443, -4.3830, 4.1407], [2.8432, -2.6715, 5.4812], [2.8594, -5.2368, 6.1521], [1.9968, -3.4751, 3.2483], [-1.0635, -1.1359, 2.5906], [0.4447, -1.8041, 1.9912], [-0.1298, -0.3537, 3.8322], [-2.5711, -0.4866, 3.1481], [-1.9583, -1.9756, 1.3642], [-1.3399, -2.4898, 3.6600], [-0.7994, 0.3064, 1.5788], [-4.5372, -2.7884, -1.5807], [-5.3562, -3.5644, -2.9257], [-4.3758, -1.3246, -2.5814], [-3.7063, -2.0409, -0.2507], [-4.8052, -4.2290, -0.6417], [-2.9842, -3.3124, -2.2187], [-6.0464, -2.0722, -1.0490]], "forces_ev_per_a": [[0.3, -0.4, 0.0], [-0.1, -0.4, 1.4], [0.0, 0.0, -0.4], [0.2, 0.9, 0.3], [-0.5, -1.4, -0.9], [0.7, -0.4, -0.2], [-0.5, 1.2, 0.3], [0.4, 0.2, 0.9], [-0.9, 0.3, -0.8], [1.6, -0.3, 0.2], [-0.7, 0.2, -0.8], [-0.1, -0.6, -0.1], [0.3, 0.5, 0.1], [0.1, 0.6, 0.1], [-0.1, 0.0, -0.3], [0.2, 0.0, -0.2], [-0.1, -0.2, 0.2], [0.0, -0.2, -0.1], [-0.1, 0.2, 0.0], [-0.1, 0.2, 0.2], [0.0, 0.0, -0.3], [-0.1, 0.0, 0.4], [-0.2, -0.3, 0.1], [0.0, 0.0, 0.1], [-0.1, -0.2, 0.0], [0.1, -0.1, 0.1], [-0.1, 0.0, 0.0], [-0.1, -0.1, 0.2], [-0.8, -0.5, 0.6], [0.5, -0.1, 0.2], [-0.7, 0.0, 0.4], [0.1, -0.7, -0.4], [1.0, 0.7, 0.1], [-1.1, -0.5, 0.9], [0.4, 0.6, -0.4], [0.1, -0.9, -1.0], [-1.0, -0.5, -0.2], [1.0, 0.8, 1.5], [0.3, 0.4, -1.8], [-0.8, -1.3, 0.5], [0.2, 0.9, 0.4], [0.2, 0.5, 0.9], [0.0, 0.2, -0.6], [0.4, 0.0, -0.4], [0.0, 0.0, 0.3], [0.0, 0.1, -0.2], [-0.1, 0.2, 0.0], [0.2, 0.2, -0.6], [-0.3, -0.4, 0.1], [0.1, 0.0, 0.1], [-0.3, -0.1, -0.1], [0.0, 0.1, 0.2], [0.0, 0.2, -0.1], [0.1, 0.0, -0.1], [0.0, -0.4, -0.2], [-0.2, 0.0, -0.3], [-0.2, 0.1, 0.2], [-0.3, -0.8, -0.1], [-0.2, 2.0, 0.7], [-0.2, -1.4, -0.2], [0.3, -0.5, 0.7], [-0.2, 1.1, -0.5], [0.0, -0.4, 0.2], [-1.4, -0.2, 0.6], [2.0, -0.3, 0.0], [-1.7, 0.7, -0.2], [0.7, 0.1, 0.6], [0.1, -0.9, 0.2], [0.0, 0.2, -0.8], [0.0, 0.8, 0.8], [0.0, 0.0, 0.1], [0.1, 0.1, -0.2], [0.2, 0.1, 0.1], [0.4, -0.5, -0.5], [0.2, 0.2, -0.4], [0.2, 0.0, 0.2], [0.2, 0.1, -0.2], [-0.1, 0.2, -0.2], [0.1, -0.4, 0.1], [-0.2, 0.4, 0.0], [0.0, -0.1, 0.1], [-0.1, -0.1, -0.2], [-0.2, -0.4, -0.4], [0.4, -0.3, -0.2], [-0.2, -1.6, -1.8], [0.4, 0.0, 0.2], [-0.1, 0.2, 0.1], [-0.3, 0.3, 0.5], [0.1, -0.3, 0.0], [-0.1, 1.0, 0.2], [0.1, 0.6, 0.3], [0.1, -1.7, 1.0], [-0.6, 0.5, -0.3], [-0.2, 0.4, -0.1], [0.4, 0.7, 0.1], [0.8, 0.5, 0.0], [0.4, 0.6, -0.5], [-0.2, -0.1, -0.1], [-1.3, -0.4, -1.7], [0.6, 0.4, 0.7], [0.4, 0.0, 0.4], [-0.3, 0.2, -0.3], [0.5, 0.4, -0.1], [-0.3, -0.1, 0.4], [0.4, -0.2, 0.3]], "e_homo_ha": -0.5651, "multiplicity": 1, "homo_lumo_gap_ev": 6.3, "max_force_ev_per_a": 2.42, "total_energy_ev": -278369.511, "total_charge": 3}



{"formula": "C4H6N2", "method": "wB97M-V/def2-TZVPD", "symbols": ["N", "C", "C", "N", "C", "C", "H", "H", "H", "H", "H", "H"], "positions_angstrom": [[-1.1593, 0.9637, 2.0571], [-0.1998, 1.0442, 1.2579], [0.7448, 0.6847, 0.1620], [-0.3539, -0.0679, -0.6289], [0.0639, -1.5043, -0.5134], [0.4167, -0.6130, -1.7098], [1.0813, 1.3980, -0.5368], [1.5776, -0.0749, 0.3506], [-0.6243, -2.3598, -0.5497], [0.9958, -1.7001, -0.0317], [1.5455, -0.4106, -1.6777], [-0.1375, -0.7927, -2.7320]], "forces_ev_per_a": [[7.3, 1.0, -5.8], [-5.7, -0.6, 6.2], [-2.6, -2.0, 0.4], [2.7, -0.9, 0.5], [-0.4, 0.3, -1.9], [-0.2, -2.1, -2.2], [0.4, 1.6, 0.0], [-1.0, 1.6, 0.6], [0.0, 0.9, -0.1], [0.0, -0.3, 1.0], [-1.8, 0.0, -0.8], [1.4, 0.6, 2.1]], "e_homo_ha": -0.3765, "multiplicity": 1, "homo_lumo_gap_ev": 11.0, "max_force_ev_per_a": 9.40, "total_energy_ev": -7221.499, "total_charge": 0, "smiles": "N#CCN1CC1"}